The following is a quantum chemistry calculation of a cluster of 4 separate species, C51H37BCl2F3N6O8S in total, from the OMol25 dataset.

```
109
Properties=species:S:1:pos:R:3:forces:R:3
C -5.8138 -4.2102 -1.2511 0.115 -0.316 0.439
C -4.6061 -5.0283 -1.7787 -0.264 0.850 -0.038
Cl -5.2612 -6.4555 -2.6654 0.446 0.362 0.236
C -3.6490 -4.2144 -2.7409 -0.581 -1.015 0.552
Cl -4.6306 -3.2257 -3.8768 0.697 0.019 0.287
C -2.7303 -3.3887 -1.8600 0.229 1.029 1.284
N -3.0650 -2.9557 -0.6382 -0.351 -0.210 0.538
C -2.0260 -2.2780 -0.0852 -1.552 -1.522 -2.447
N -2.0393 -1.7346 1.1347 0.505 0.265 0.117
B -3.1765 -1.7450 2.0973 -0.939 0.407 1.349
N -2.9304 -1.2003 3.4176 0.928 -1.071 -1.510
O -4.4512 -2.2005 1.8202 1.035 -0.562 0.043
N -1.0429 -2.2995 -1.0109 1.939 1.638 1.273
C 0.2973 -1.7153 -0.9015 0.450 0.300 -0.177
C 1.3868 -2.7556 -0.4554 -0.070 0.010 0.472
O 0.8375 -3.9358 0.1092 -0.284 0.957 -0.463
C 2.3772 -2.1718 0.5957 0.699 -0.594 -0.745
F 2.7525 -0.9073 0.3292 -0.625 -0.408 -0.086
F 1.8794 -2.2219 1.8472 -0.071 0.246 -0.430
F 3.4867 -2.9267 0.5472 -0.377 0.249 0.360
N -1.4789 -2.9645 -2.0889 -1.449 -1.730 -1.430
N -0.7563 -3.1939 -3.2737 0.319 0.613 0.497
C -0.8449 -2.1769 -3.9961 -0.165 1.069 -0.952
S -0.9658 -0.9125 -4.8813 0.248 -1.491 0.790
H -6.5853 -4.1234 -2.0317 0.293 -0.118 0.424
H -6.2069 -4.7596 -0.3710 -0.060 0.257 -0.644
H -5.5527 -3.1998 -0.8943 0.130 -0.463 -0.299
H -3.9929 -5.3933 -0.9343 -0.300 -0.002 -0.543
H -3.1261 -4.9746 -3.3447 0.193 0.669 0.237
H -1.1832 -1.2759 1.4346 -0.236 -0.151 -0.079
H -3.3009 -1.8346 4.1240 -0.152 0.627 0.126
H -1.9298 -1.0717 3.5558 -0.327 0.229 0.588
H -4.4632 -3.1474 1.6102 -0.263 0.419 -0.409
H 0.2006 -0.8508 -0.2126 0.126 -0.543 -0.303
H 0.6158 -1.2949 -1.8748 -0.410 -0.152 0.496
H 1.9973 -3.0320 -1.3308 -0.300 -0.050 0.435
H 0.1948 -3.6194 0.7650 0.269 -0.567 0.138
C -3.7534 -3.1527 11.7833 -0.046 0.051 -0.014
C -4.8301 -2.5751 12.4496 0.034 0.007 -0.088
C -5.5752 -1.5803 11.8362 -0.010 -0.093 0.171
C -5.2398 -1.1497 10.5578 0.155 -0.083 -0.037
C -4.1444 -1.7127 9.8984 -0.092 0.028 0.091
C -3.4104 -2.7228 10.5115 0.057 -0.114 0.128
C -3.7429 -1.2307 8.5527 0.395 -0.238 -0.163
O -2.7917 -1.7224 7.9732 -0.086 0.023 -0.032
C -4.5204 -0.1295 7.9280 -0.083 0.077 0.033
C -4.1226 0.3713 6.6943 -0.029 0.144 -0.217
C -4.8456 1.3886 6.0925 -0.046 -0.024 0.063
C -5.9764 1.9051 6.7188 0.055 -0.064 0.026
C -6.3739 1.4130 7.9522 -0.044 0.139 -0.138
C -5.6424 0.4013 8.5647 0.089 0.002 -0.131
C -6.0572 -0.0950 9.9035 -0.415 0.166 0.298
O -7.0408 0.3565 10.4526 0.067 -0.015 -0.063
H -3.1781 -3.9361 12.2610 -0.017 0.028 -0.017
H -5.0889 -2.9040 13.4484 0.001 0.008 -0.036
H -6.4153 -1.1367 12.3550 -0.002 0.058 -0.147
H -2.5691 -3.1702 9.9981 -0.045 0.117 -0.081
H -3.2456 -0.0293 6.2028 -0.013 -0.070 0.139
H -4.5306 1.7800 5.1329 -0.012 -0.023 0.026
H -6.5452 2.6955 6.2449 0.017 -0.024 0.023
H -7.2509 1.8194 8.4394 0.065 -0.105 0.105
C 3.1120 1.1957 2.3688 0.094 0.186 -0.001
C 2.7911 2.3186 3.1272 0.040 -0.037 -0.076
C 3.5711 3.4603 3.0429 -0.183 -0.039 0.111
C 4.6831 3.4812 2.2091 -0.020 -0.199 -0.049
C 5.0186 2.3480 1.4677 -0.104 0.087 0.118
C 4.2243 1.2087 1.5404 -0.146 0.012 0.169
C 6.2330 2.3367 0.6086 0.218 -0.362 -0.299
O 6.5204 1.3498 -0.0397 -0.084 0.038 0.039
C 7.0877 3.5500 0.5662 0.014 0.139 0.078
C 8.2569 3.5381 -0.1867 0.164 0.045 -0.094
C 9.0554 4.6693 -0.2439 -0.074 0.024 0.044
C 8.6851 5.8214 0.4436 -0.033 -0.081 -0.012
C 7.5239 5.8373 1.1998 0.142 0.122 -0.033
C 6.7266 4.7004 1.2717 0.067 -0.113 -0.096
C 5.5033 4.7188 2.1136 -0.042 0.493 0.238
O 5.1790 5.7206 2.7174 -0.023 -0.096 -0.029
H 2.4954 0.3086 2.4306 0.035 0.023 0.067
H 1.9294 2.3021 3.7835 0.036 0.013 -0.006
H 3.3166 4.3337 3.6296 0.126 0.045 -0.094
H 4.4770 0.3363 0.9574 0.230 0.144 0.002
H 8.5468 2.6451 -0.7254 -0.140 -0.027 0.062
H 9.9681 4.6561 -0.8266 -0.033 -0.003 0.017
H 9.3068 6.7065 0.3920 -0.023 -0.029 0.006
H 7.2411 6.7333 1.7372 -0.102 -0.111 0.040
C 0.0255 2.8438 -6.8817 -0.009 -0.017 0.004
C -0.2606 1.4852 -6.7820 0.167 0.149 -0.228
C 0.2722 0.5922 -7.6962 -0.191 -0.013 0.298
C 1.0860 1.0532 -8.7237 0.009 0.169 0.006
C 1.3541 2.4162 -8.8390 -0.120 -0.138 0.134
C 0.8305 3.3085 -7.9083 -0.099 0.052 0.149
C 2.1841 2.9318 -9.9626 0.190 0.484 -0.178
O 2.4197 4.1177 -10.0589 -0.056 -0.070 0.074
C 2.7075 1.9669 -10.9627 -0.027 -0.177 -0.030
C 3.4365 2.4359 -12.0497 0.106 0.028 -0.159
C 3.9410 1.5434 -12.9823 -0.038 -0.059 0.069
C 3.7274 0.1766 -12.8286 -0.019 0.073 0.041
C 2.9970 -0.2964 -11.7502 0.078 -0.078 -0.149
C 2.4767 0.5961 -10.8193 0.039 0.147 -0.029
C 1.6666 0.0807 -9.6881 -0.002 -0.547 -0.093
O 1.4734 -1.1111 -9.5501 -0.032 0.092 0.078
H -0.3852 3.5396 -6.1604 0.010 -0.011 -0.038
H -0.9006 1.1258 -5.9869 -0.014 0.405 -0.194
H 0.0522 -0.4663 -7.6143 0.127 -0.010 -0.195
H 1.0483 4.3657 -7.9886 0.062 -0.068 -0.131
H 3.6076 3.4978 -12.1713 -0.069 -0.020 0.139
H 4.5041 1.9113 -13.8308 -0.017 -0.007 0.034
H 4.1285 -0.5194 -13.5547 -0.016 0.022 0.026
H 2.8286 -1.3595 -11.6362 -0.079 0.070 0.107
```
Positions in Å, forces in eV/Å.

## Properties
- Total charge: +1
- E_HOMO: -11.16 eV
- Total energy: -4539.03800 a.u.